The following is a quantum chemistry calculation of 7 unconnected molecules or ions with the total composition C42H80BrIO21, from the Open Molecules 2025 dataset.

Summary:
Spin multiplicity = 1
HOMO = -9.5148 eV
Kohn-Sham gap = 9.772 eV
Calculated total energy = -6100.16400 a.u.
Net charge = 0
LUMO = 0.00946 Ha

Positions of all 145 atoms, in Å:
C: 8.664 -2.536 -0.712
C: 7.496 -2.383 0.259
C: 6.910 -0.969 0.420
C: 6.692 -0.141 -0.850
C: 6.664 1.392 -0.629
C: 5.299 2.094 -0.724
C: 4.615 2.312 0.626
C: 3.946 1.048 1.200
C: 2.406 1.054 1.171
C: 1.797 -0.287 0.832
O: 0.406 -0.330 1.328
C: -0.411 -0.956 0.412
I: -1.684 0.502 -0.658
C: 0.517 -1.692 -0.544
C: -0.034 -2.267 -1.845
C: 0.158 -3.752 -2.038
O: 0.521 -4.256 -3.086
O: -0.268 -4.530 -0.985
C: 1.644 -0.665 -0.647
C: 2.896 -1.068 -1.423
C: 3.561 -2.409 -1.067
C: 4.036 -3.142 -2.316
Br: 5.412 -4.436 -1.903
H: 8.441 -2.149 -1.707
H: 9.562 -2.043 -0.329
H: 8.916 -3.593 -0.831
H: 7.856 -2.690 1.246
H: 6.706 -3.094 0.000
H: 5.942 -1.081 0.923
H: 7.539 -0.405 1.115
H: 5.741 -0.435 -1.308
H: 7.472 -0.371 -1.573
H: 7.099 1.608 0.353
H: 7.333 1.858 -1.357
H: 4.633 1.529 -1.386
H: 5.435 3.064 -1.207
H: 5.374 2.668 1.330
H: 3.874 3.113 0.555
H: 4.269 0.907 2.234
H: 4.327 0.175 0.660
H: 2.045 1.307 2.173
H: 2.006 1.820 0.499
H: 2.317 -1.072 1.397
H: -1.163 -1.552 0.924
H: 0.923 -2.488 0.096
H: -1.114 -2.101 -1.903
H: 0.420 -1.782 -2.708
H: 0.366 -4.514 -0.261
H: 1.248 0.235 -1.132
H: 2.639 -1.056 -2.488
H: 3.636 -0.273 -1.298
H: 4.426 -2.235 -0.423
H: 2.886 -3.058 -0.503
H: 3.226 -3.678 -2.812
H: 4.481 -2.449 -3.028
C: -1.459 3.225 -4.911
C: -1.378 3.611 -3.451
O: -0.038 3.520 -2.942
C: 0.751 4.526 -3.301
O: 0.429 5.484 -3.951
O: 1.978 4.293 -2.834
C: 2.927 5.300 -3.197
H: -1.052 2.224 -5.060
H: -2.500 3.227 -5.234
H: -0.903 3.923 -5.534
H: -1.954 2.915 -2.845
H: -1.762 4.617 -3.282
H: 2.582 6.283 -2.888
H: 3.094 5.294 -4.273
H: 3.843 5.042 -2.678
C: -8.062 2.309 0.974
C: -8.052 3.808 0.771
O: -6.852 4.418 1.276
C: -5.775 4.274 0.511
O: -5.730 3.727 -0.560
O: -4.741 4.826 1.142
C: -3.500 4.702 0.444
H: -7.914 2.069 2.028
H: -9.022 1.902 0.657
H: -7.275 1.829 0.395
H: -8.851 4.276 1.343
H: -8.178 4.072 -0.278
H: -3.581 5.101 -0.565
H: -3.190 3.659 0.403
H: -2.775 5.278 1.011
C: 7.565 -8.121 -3.538
C: 7.535 -7.562 -2.134
O: 7.591 -8.595 -1.138
C: 8.805 -9.054 -0.864
O: 9.846 -8.586 -1.246
O: 8.683 -10.094 -0.043
C: 9.924 -10.687 0.352
H: 6.751 -8.833 -3.679
H: 7.444 -7.311 -4.257
H: 8.509 -8.625 -3.740
H: 6.605 -7.037 -1.937
H: 8.352 -6.860 -1.970
H: 10.583 -9.944 0.795
H: 10.415 -11.144 -0.505
H: 9.665 -11.445 1.083
C: -9.882 6.874 4.241
C: -10.849 6.065 5.076
O: -12.183 6.598 5.030
C: -12.867 6.315 3.926
O: -12.487 5.626 3.015
O: -14.055 6.907 4.013
C: -14.895 6.750 2.865
H: -9.888 7.918 4.554
H: -8.872 6.481 4.360
H: -10.144 6.829 3.185
H: -10.580 6.106 6.129
H: -10.872 5.020 4.766
H: -15.041 5.699 2.632
H: -14.462 7.259 2.006
H: -15.842 7.207 3.134
C: -17.676 -0.452 0.150
C: -18.027 1.019 0.136
O: -17.546 1.703 1.305
C: -16.248 1.991 1.300
O: -15.474 1.767 0.407
O: -15.945 2.556 2.466
C: -14.562 2.894 2.620
H: -18.052 -0.923 1.058
H: -18.129 -0.946 -0.710
H: -16.599 -0.598 0.101
H: -19.106 1.160 0.173
H: -17.641 1.517 -0.753
H: -14.220 3.527 1.805
H: -13.952 1.993 2.660
H: -14.490 3.430 3.561
C: 13.539 -1.709 1.741
C: 12.460 -2.279 2.636
O: 11.377 -2.848 1.883
C: 11.614 -4.054 1.369
O: 12.618 -4.701 1.513
O: 10.554 -4.410 0.651
C: 10.668 -5.680 -0.005
H: 13.115 -0.977 1.054
H: 14.298 -1.216 2.348
H: 14.020 -2.494 1.160
H: 11.990 -1.492 3.223
H: 12.858 -3.031 3.316
H: 10.908 -6.466 0.707
H: 11.431 -5.646 -0.780
H: 9.698 -5.869 -0.449